Entry 1:
Here is C36H39AsFeN8O6S2 as an isolated structure from OMol25. Energies are from ωB97M-V/def2-TZVPD.

## Properties
* E_LUMO (alpha / beta): 4.09 / 3.85 eV
* E_HOMO (alpha / beta): -0.413 / -1.612 eV
* <S²>: 6.048

The geometry in ORCA input format:
```
! wB97M-V def2-TZVPD RIJCOSX def2/J DEFGRID3
* xyz -2 5
Fe -0.192 0.664 0.409
N -2.301 3.595 0.276
C -1.665 3.448 1.465
N -1.917 4.410 2.375
C -1.327 4.215 3.555
N -1.629 5.146 4.536
N -0.524 3.234 3.889
C -0.263 2.346 2.889
N -0.834 2.415 1.641
C 0.684 1.331 3.123
C 1.365 1.211 4.367
C 2.417 0.355 4.483
C 2.821 -0.393 3.351
C 2.070 -0.287 2.202
N 0.998 0.504 2.066
H -3.023 4.297 0.338
H -2.615 2.724 -0.188
H -1.941 6.029 4.169
H -0.946 5.189 5.273
H 1.030 1.831 5.186
H 2.942 0.257 5.427
H 3.658 -1.077 3.379
H 2.334 -0.854 1.323
C 3.015 2.418 0.682
C 2.248 2.980 -0.476
C 2.791 4.096 -1.169
C 2.088 4.673 -2.177
C 0.836 4.132 -2.545
C 0.043 4.698 -3.567
C -1.159 4.134 -3.893
C -1.593 2.969 -3.236
C -0.837 2.391 -2.248
S -1.472 0.929 -1.460
C 0.388 2.988 -1.846
N 1.094 2.445 -0.800
H 3.957 2.951 0.812
H 3.226 1.360 0.527
H 2.432 2.493 1.599
H 3.753 4.483 -0.859
H 2.467 5.541 -2.705
H 0.405 5.586 -4.075
H -1.780 4.572 -4.666
H -2.546 2.514 -3.487
O -2.920 -2.851 1.292
As -3.285 -1.261 0.600
O -4.791 -0.830 1.036
O -1.974 -0.310 0.974
C -3.232 -1.780 -1.311
C -2.468 -2.907 -1.613
C -2.282 -3.335 -2.919
C -2.842 -2.626 -3.968
C -3.608 -1.504 -3.697
C -3.815 -1.109 -2.383
S -4.944 0.304 -2.211
O -6.273 -0.268 -2.003
O -4.769 1.101 -3.428
O -2.938 1.348 -1.129
H -1.967 -2.908 1.466
H -2.002 -3.448 -0.801
H -1.675 -4.212 -3.111
H -2.678 -2.934 -4.994
H -4.046 -0.918 -4.494
C -0.522 -3.164 3.880
C 0.215 -3.369 2.579
C 1.011 -4.498 2.378
C 1.729 -4.594 1.194
C 2.579 -5.813 0.923
C 1.672 -3.590 0.237
C 0.873 -2.415 0.385
C 0.133 -2.392 1.607
N 0.818 -1.346 -0.454
C 1.573 -1.474 -1.719
C 1.294 -2.783 -2.512
C 3.086 -1.284 -1.473
C 1.160 -0.349 -2.664
H -0.535 -4.081 4.474
H -1.553 -2.848 3.709
H -0.036 -2.381 4.468
H 1.075 -5.276 3.132
H 2.809 -6.345 1.848
H 3.522 -5.540 0.442
H 2.064 -6.511 0.258
H 2.296 -3.729 -0.630
H -0.476 -1.522 1.806
H 2.096 -3.520 -2.453
H 1.153 -2.550 -3.571
H 0.380 -3.248 -2.150
H 3.461 -1.925 -0.675
H 3.269 -0.246 -1.182
H 3.666 -1.484 -2.381
H 0.126 -0.472 -2.985
H 1.803 -0.354 -3.551
H 1.273 0.611 -2.172
*
```

Löwdin atomic charge list, values in e, 8 entries: number 1, Fe, carries 0.496; number 2, N, carries 0.163; number 3, C, carries -0.435; number 4, N, carries 0.134; number 5, C, carries -0.507; number 6, N, carries 0.101; number 7, N, carries 0.143; number 8, C, carries -0.284


Entry 2:
Here is a 2-piece molecular cluster, C3H5FN2 overall from OMol25. Energies are from ωB97M-V/def2-TZVPD.

## Properties
* E_LUMO (alpha / beta): 0.03 / 0.03 eV
* E_HOMO (alpha / beta): -9.384 / -9.383 eV

The geometry in ORCA input format:
```
! wB97M-V def2-TZVPD RIJCOSX def2/J DEFGRID3
* xyz 0 1
C -0.785 -0.911 -0.013
C 0.505 -1.116 -0.352
C -0.873 0.572 0.241
N 0.269 1.030 -0.525
N 1.131 0.091 -0.745
F 2.269 0.106 0.639
H -1.609 -1.466 0.384
H 0.979 -2.090 -0.349
H -1.861 1.109 -0.076
H -0.801 0.799 1.294
H 0.775 1.876 -0.499
*
```

Löwdin atomic charge list, values in e, 8 entries: number 1, C, carries -0.023; number 2, C, carries -0.096; number 3, C, carries -0.168; number 4, N, carries -0.018; number 5, N, carries 0.019; number 6, F, carries -0.340; number 7, H, carries 0.100; number 8, H, carries 0.117


ΔE to the lowest compared entry with this formula, charge and spin? In order: 83.2; 75.7 kcal/mol.